Here is a structure of composition C39H29MnNO2P from the OMol25 dataset. Energies are from ωB97M-V with the def2-TZVPD basis set.

Values from the calculation:
**Calculated total energy**: -3201.21397 hartree
**Relative energy (zero: lowest compared OMol25 entry of this formula, charge and spin)**: 0.0 kJ/mol
**2S+1**: 6
**Charge**: -1
**Orbital gap (spin up / spin down)**: 6.8834 / 7.8307 eV

Element x y z (Å)
Mn  0.041  0.769  0.507
N  -1.603  0.026  -0.953
C  -2.835  0.763  -1.108
C  -3.368  0.865  -2.391
C  -4.537  1.561  -2.637
C  -5.181  2.170  -1.571
C  -4.647  2.077  -0.298
C  -3.467  1.375  -0.014
C  -2.965  1.396  1.396
C  -3.933  1.404  2.412
C  -3.598  1.586  3.741
C  -2.269  1.801  4.075
C  -1.311  1.795  3.065
C  -1.595  1.528  1.715
H  -1.058  0.136  -1.804
H  -1.772  -0.963  -0.816
H  -2.843  0.386  -3.210
H  -4.929  1.635  -3.643
H  -6.088  2.739  -1.736
H  -5.135  2.605  0.511
H  -4.974  1.233  2.153
H  -4.366  1.553  4.506
H  -1.974  1.966  5.107
H  -0.272  1.948  3.345
O  2.745  0.602  2.893
C  2.073  -0.295  2.397
O  1.737  -0.381  1.154
C  1.599  -1.410  3.310
C  2.355  -1.691  4.450
C  2.010  -2.718  5.302
C  0.881  -3.489  5.033
C  0.111  -3.205  3.923
C  0.448  -2.159  3.053
P  -0.568  -1.800  1.581
C  -2.293  -2.098  2.129
C  -2.716  -1.774  3.418
C  -4.060  -1.834  3.760
C  -5.010  -2.200  2.820
C  -4.607  -2.496  1.524
C  -3.264  -2.443  1.186
C  -0.201  -3.265  0.542
C  0.841  -3.142  -0.379
C  1.205  -4.210  -1.188
C  0.527  -5.418  -1.100
C  -0.512  -5.550  -0.190
C  -0.870  -4.485  0.627
H  3.221  -1.070  4.638
H  2.615  -2.930  6.175
H  0.608  -4.303  5.694
H  -0.777  -3.794  3.721
H  -1.990  -1.455  4.154
H  -4.366  -1.570  4.765
H  -6.059  -2.237  3.086
H  -5.341  -2.765  0.774
H  -2.964  -2.686  0.171
H  1.375  -2.199  -0.429
H  2.020  -4.101  -1.892
H  0.805  -6.250  -1.734
H  -1.046  -6.490  -0.114
H  -1.686  -4.598  1.332
C  0.717  1.955  -1.167
C  1.101  2.622  -2.116
C  1.567  3.428  -3.209
C  1.498  4.825  -3.146
C  1.947  5.609  -4.198
C  2.475  5.020  -5.340
C  2.550  3.636  -5.415
C  2.103  2.849  -4.364
H  1.086  5.282  -2.256
H  1.885  6.689  -4.128
H  2.826  5.633  -6.161
H  2.962  3.167  -6.301
H  2.165  1.770  -4.421